13
Properties=species:S:1:pos:R:3 method="wB97M-V/def2-TZVPD" total_energy_ev=-19068.885 homo_energy_ha=-0.3102 relative_energy_kcal_mol=75.7 max_force_ha_per_bohr=0.080 smiles="ON1CCNC1=S" orbital_gap_ev=9.23
C 1.75 -0.31 -0.12
C -0.51 -0.84 -0.04
C -0.38 0.76 0.04
N 0.88 -1.25 0.07
N 0.94 0.95 -0.45
O 1.38 2.17 0.07
S 3.37 -0.38 0.00
H -1.24 -1.39 0.75
H -0.92 -1.07 -1.03
H -0.96 1.33 -0.67
H -0.57 1.22 1.07
H 1.18 -2.17 -0.04
H 2.03 2.66 -0.53